No. 1
ORCA calculation (ωB97M-V/def2-TZVPD) on 6 unconnected molecules or ions with the total composition C11H30BN5O15P in a non-equilibrium geometry.

The geometry in ORCA input format:
```
! RIJCOSX wB97M-V def2-TZVPD def2/J DEFGRID3
* xyz -1 1
C 2.658 -3.645 4.016
H 2.064 -4.055 4.828
C 2.712 -0.003 -0.257
C 0.790 0.486 -1.504
O 5.955 -2.365 -0.222
H -2.415 3.434 -5.665
H -1.143 7.111 -1.439
C -2.443 1.944 -0.003
H 2.445 -4.158 3.083
O -0.747 -5.599 2.903
H -0.211 6.393 -2.785
H -0.339 0.424 0.274
H 4.375 -3.685 -2.403
H -2.373 -2.270 -0.220
O 1.092 -2.012 3.577
O -0.994 5.057 -0.223
H 2.183 1.356 1.277
O 3.115 -1.368 3.978
P -2.987 -0.761 1.170
H -3.034 -3.355 2.784
H -1.273 -3.062 2.720
N 5.254 -3.303 -0.546
H 0.307 1.985 -0.096
H -2.725 1.778 -5.064
C -2.077 -3.745 2.463
H -4.270 0.584 -0.568
N -0.097 5.347 -0.980
C -3.100 2.796 -5.119
N -1.798 -5.035 3.165
N -3.213 3.302 -3.723
O 1.644 -0.482 -1.065
C 5.359 -3.783 -1.952
O -1.900 -1.544 0.199
O -2.557 4.291 -3.429
H 1.349 -0.149 1.397
O -2.624 -5.451 3.953
H 0.642 7.243 -1.460
C 2.310 0.289 1.194
H 3.528 -0.707 -0.241
H 3.030 -0.086 1.901
O 0.789 0.770 -2.616
B -3.629 0.890 0.419
H -1.930 0.555 -1.618
H 5.671 -4.823 -1.919
H 3.716 -3.679 4.248
N 2.256 -2.221 3.845
H -2.084 -3.955 1.401
O 0.901 4.681 -1.199
H -1.216 -0.460 2.396
O -4.064 -1.704 1.518
O -2.165 -0.421 2.575
H -1.394 2.247 -1.842
C -0.215 6.631 -1.726
H -1.829 2.140 0.875
H -4.093 2.823 -5.556
C -1.526 1.434 -1.137
H 6.088 -3.173 -2.471
C -0.175 1.121 -0.538
H -2.899 2.878 -0.304
O 4.470 -3.886 0.174
H -4.332 1.381 1.274
H 3.110 0.888 -0.733
O -3.943 2.688 -2.984
*
```

Total energy   -2205.3780 a.u.
HOMO-LUMO gap   6.81 eV



No. 2
ORCA calculation (ωB97M-V/def2-TZVPD) on a single C3H9N3S molecule in a non-equilibrium geometry.

The geometry in ORCA input format:
```
! RIJCOSX wB97M-V def2-TZVPD def2/J DEFGRID3
* xyz 0 1
C 0.002 1.093 -0.377
H 1.653 -0.855 1.752
H 0.009 -1.505 1.783
C 0.848 -1.203 -0.300
C 0.960 -1.555 1.225
H 1.379 -2.590 1.384
H 0.708 -2.045 -0.970
H -1.976 -0.581 0.281
H -1.510 4.156 -0.718
N -0.917 1.958 -0.591
H 1.801 -0.733 -0.498
N -1.481 -0.720 -0.603
H -1.967 -0.112 -1.316
S -0.358 3.529 -0.324
H 1.046 1.380 -0.216
N -0.197 -0.217 -0.512
*
```

Relative energy (zero: lowest compared OMol25 entry of this formula, charge and spin)   1.984 eV
Total energy   -682.0930 a.u.
SMILES   CCN(N)/C=N/S
HOMO-LUMO gap   8.65 eV



No. 3
ORCA calculation (ωB97M-V/def2-TZVPD) on a molecular structure, C24H26AlN4Si in a non-equilibrium geometry.

The geometry in ORCA input format:
```
! RIJCOSX wB97M-V def2-TZVPD def2/J DEFGRID3
* xyz 1 1
C -0.203 -1.767 4.064
N 0.667 -2.488 4.796
C 1.755 -0.747 3.979
N -2.464 -2.917 4.122
H -2.112 2.261 -5.476
C -0.899 1.355 -3.964
N -2.133 -1.216 2.745
H 1.857 0.861 -0.066
Al -0.756 -0.028 2.136
C -1.254 1.709 3.184
C 2.666 0.582 -3.944
C 1.912 -1.837 4.768
H -1.903 0.768 -0.727
H 0.424 -3.351 5.285
H -0.603 2.857 0.080
C 1.730 -0.419 -3.619
H 1.192 -0.545 1.317
H -3.834 2.093 -1.526
H 3.080 0.264 -1.212
C 3.765 0.271 -4.749
C -1.573 -2.000 3.693
C 0.106 2.183 3.279
C -1.901 1.177 -1.740
C -0.565 2.498 1.101
C 2.971 -1.997 -4.984
C 3.937 -1.017 -5.246
H 4.498 1.049 -4.950
H 2.458 0.014 3.663
C -0.777 0.970 -2.596
C -3.652 -2.702 3.442
Si 0.690 -0.082 -2.125
H 1.438 3.178 1.811
C -2.063 1.976 -4.427
H -0.103 1.117 -4.668
C -3.025 1.855 -2.215
C 1.858 -1.713 -4.185
H 1.092 -2.458 -3.933
H 4.807 -1.258 -5.845
N 0.434 -0.715 3.530
H -2.278 -3.609 4.845
C -3.453 -1.651 2.607
H 3.100 -3.005 -5.387
H -1.957 1.534 4.017
H -2.704 1.866 1.430
H 2.131 -0.958 -0.323
H -4.023 2.753 -3.917
C 2.097 0.056 -0.778
H -4.138 -1.167 1.931
C 0.506 2.666 2.013
H 2.776 -2.220 5.284
H 0.509 -0.709 0.954
C -3.133 2.233 -3.562
H 2.559 1.577 -3.508
H -4.514 -3.310 3.608
H 0.669 2.277 4.207
C -1.664 1.883 1.780
*
```

Relative energy (zero: lowest compared OMol25 entry of this formula, charge and spin)   0.356 eV
Total energy   -1680.7720 a.u.
HOMO-LUMO gap (alpha / beta)   5.76 / 4.73 eV



No. 4
ORCA calculation (ωB97M-V/def2-TZVPD) on 2 unconnected molecules or ions with the total composition C2H3O4.

The geometry in ORCA input format:
```
! RIJCOSX wB97M-V def2-TZVPD def2/J DEFGRID3
* xyz -1 1
O 0.235 0.679 -1.448
H 0.530 -0.149 -0.902
H 1.136 -1.810 1.951
O -0.041 -0.218 1.603
H -1.598 0.436 -0.567
C 0.701 -1.122 1.190
C -0.870 1.180 -0.912
O -1.128 2.357 -0.905
O 1.035 -1.353 -0.010
*
```

Relative energy (zero: lowest compared OMol25 entry of this formula, charge and spin)   0.196 eV
Total energy   -379.0669 a.u.
HOMO-LUMO gap   9.45 eV



No. 5
ORCA calculation (ωB97M-V/def2-TZVPD) on a gas-phase ion, C6H10NS (charge +1) in a non-equilibrium geometry.

The geometry in ORCA input format:
```
! RIJCOSX wB97M-V def2-TZVPD def2/J DEFGRID3
* xyz 1 1
H -1.398 -1.837 1.374
C 1.000 0.335 1.422
H -2.420 -1.729 -0.669
C -0.920 -1.302 0.580
C 0.516 0.822 0.152
S -1.103 1.681 0.239
C -1.721 -0.914 -0.599
H 1.005 -1.176 -0.023
N 0.358 -0.663 0.494
H 1.667 2.267 -1.105
H -1.059 -0.905 -1.465
H 1.933 0.029 1.712
H 2.361 0.687 -0.723
H 1.002 0.817 -1.976
C 1.363 1.223 -0.981
H -2.927 0.485 0.786
C -2.211 0.334 0.009
H 0.427 0.761 2.285
*
```

Relative energy (zero: lowest compared OMol25 entry of this formula, charge and spin)   4.113 eV
Total energy   -687.1314 a.u.
HOMO-LUMO gap (alpha / beta)   7.59 / 8.14 eV



No. 6
ORCA calculation (ωB97M-V/def2-TZVPD) on a molecular structure, C10H25N3O2S2V in a non-equilibrium geometry.

The geometry in ORCA input format:
```
! RIJCOSX wB97M-V def2-TZVPD def2/J DEFGRID3
* xyz 2 4
N -1.362 -1.500 -0.287
H -1.135 -3.008 1.131
N 2.219 1.459 0.569
H 2.381 5.336 -0.273
C 0.736 -2.018 3.146
H -4.255 2.551 -2.719
H 0.245 -2.389 4.041
C -1.810 -2.174 0.951
H -2.139 -0.951 -0.643
H 2.257 -0.063 1.836
S -0.144 -0.543 2.524
H 3.347 3.855 -0.617
H -2.167 -1.765 3.030
H 1.899 -3.137 -0.549
V 0.237 -0.035 0.126
C -3.225 3.911 -1.483
H -0.616 -0.978 -2.896
H -1.821 -2.917 -1.817
C -0.953 -2.451 -1.344
C -0.095 -1.798 -2.405
C 1.181 2.250 0.024
C 2.533 4.275 0.012
O 1.362 3.579 -0.201
H 0.800 -2.799 2.396
H -2.493 4.205 -2.225
O 0.075 1.761 -0.274
H -4.902 2.730 -1.007
H 2.850 -0.403 0.299
H 3.350 -2.188 -0.891
H 2.818 4.234 1.085
H 3.120 1.899 0.806
C -4.170 3.024 -1.748
H -3.140 4.384 -0.513
C -1.800 -1.247 2.146
H -0.393 -3.250 -0.865
H 1.739 -1.691 3.402
H -2.809 -2.601 0.831
H 0.171 -2.519 -3.175
C 2.408 -2.540 -1.298
N 2.088 0.074 0.819
S 1.451 -1.048 -1.746
H 2.604 -3.130 -2.188
H -2.443 -0.383 1.989
*
```

Relative energy (zero: lowest compared OMol25 entry of this formula, charge and spin)   0.709 eV
Total energy   -2450.5382 a.u.
<S²>   3.76
HOMO-LUMO gap (alpha / beta)   8.05 / 8.37 eV